{"formula": "C33H52N8O2OsP2", "method": "ωB97M-V/def2-TZVPD", "energy_ha": -2650.24759, "homo_ha": -0.4409, "homo_lumo_gap_ev": 6.5, "max_force_ev_per_a": 3.30, "charge": 2, "multiplicity": 1, "species": ["Os", "C", "C", "C", "P", "C", "C", "C", "C", "C", "C", "C", "C", "C", "N", "C", "C", "C", "C", "C", "C", "P", "C", "C", "C", "C", "C", "C", "H", "H", "H", "H", "H", "H", "H", "H", "H", "H", "H", "H", "H", "H", "H", "H", "H", "H", "H", "H", "H", "H", "H", "H", "H", "H", "H", "H", "H", "H", "H", "H", "H", "H", "H", "H", "C", "N", "C", "C", "N", "N", "C", "N", "N", "H", "H", "H", "H", "H", "H", "H", "H", "H", "H", "H", "C", "N", "C", "C", "C", "O", "N", "C", "O", "H", "H", "H", "H", "H"], "xyz": [[0.294168, -0.285886, 0.148489], [1.307827, 3.604450, -1.605767], [0.894843, 2.550408, -2.642619], [0.415730, 3.209864, -3.942314], [-0.288792, 1.318026, -1.941545], [-1.172986, 0.576997, -3.371727], [-2.356289, -0.282627, -2.933656], [-0.218655, -0.231445, -4.256907], [-1.534243, 2.274047, -1.018693], [-1.952058, 3.582909, -1.227378], [-2.799211, 4.208810, -0.316279], [-3.229595, 3.524410, 0.811272], [-2.854896, 2.199960, 1.004519], [-2.034263, 1.576500, 0.074283], [-1.679254, 0.203021, 0.138400], [-2.730953, -0.701961, 0.345346], [-4.082116, -0.392031, 0.110687], [-5.058853, -1.339822, 0.337056], [-4.738174, -2.613600, 0.812297], [-3.410740, -2.930457, 1.012197], [-2.412773, -1.985183, 0.751734], [-0.668663, -2.257489, 0.935497], [-0.158744, -3.683944, -0.097954], [-0.671572, -3.519319, -1.533496], [-0.570795, -5.039739, 0.474437], [-0.564912, -2.775022, 2.701199], [-1.154856, -1.690037, 3.608166], [0.811203, -3.214328, 3.212642], [2.237310, 4.078846, -1.926498], [1.465917, 3.199749, -0.606791], [0.553329, 4.383614, -1.521348], [1.780205, 1.951501, -2.884332], [-0.569009, 3.667382, -3.852141], [0.382425, 2.514741, -4.779911], [1.120628, 4.002519, -4.201771], [-1.547895, 1.441351, -3.925786], [-2.044155, -1.083909, -2.262133], [-2.807774, -0.743352, -3.814693], [-3.126904, 0.303135, -2.432058], [0.246674, -1.034643, -3.685211], [0.570292, 0.382974, -4.699282], [-0.778676, -0.684179, -5.077004], [-1.628799, 4.134012, -2.098094], [-3.107265, 5.232373, -0.484563], [-3.868747, 4.014873, 1.535637], [-3.218100, 1.641670, 1.860500], [-4.366148, 0.580976, -0.265878], [-6.093017, -1.083319, 0.140912], [-5.513982, -3.340343, 1.015845], [-3.150559, -3.912263, 1.389097], [0.937126, -3.629004, -0.111239], [-1.762871, -3.475276, -1.552337], [-0.361424, -4.382401, -2.126029], [-0.282025, -2.627510, -2.012205], [-1.654696, -5.147390, 0.511534], [-0.165224, -5.227213, 1.468935], [-0.192486, -5.822418, -0.185019], [-1.224908, -3.646073, 2.722106], [-0.610053, -0.750003, 3.503106], [-1.079934, -2.012704, 4.649424], [-2.206124, -1.497398, 3.392159], [1.442906, -2.354492, 3.417484], [1.339197, -3.876137, 2.520470], [0.688671, -3.757325, 4.151554], [0.039569, 3.224517, 3.254195], [1.009066, 2.164110, 3.531389], [1.819768, 2.242309, 4.748928], [1.122458, 1.159585, 2.654278], [0.254458, 0.949135, 1.715688], [2.226146, 0.331825, 2.847598], [2.650266, -0.697117, 2.044690], [3.882274, -1.157854, 2.298451], [1.868495, -1.225237, 1.154214], [0.295769, 4.091162, 3.855528], [-0.979974, 2.917425, 3.501690], [0.094605, 3.518020, 2.204759], [2.829353, 2.613381, 4.546580], [1.865453, 1.277414, 5.253189], [1.343188, 2.940579, 5.427593], [-0.528845, 1.589962, 1.744831], [2.939053, 0.738520, 3.429366], [4.507181, -0.695546, 2.936590], [4.264616, -1.909172, 1.751448], [2.272604, -1.991551, 0.632618], [3.298366, -1.397879, -3.535490], [3.283088, -0.395042, -2.458423], [4.290128, 0.544078, -2.322681], [4.296945, 1.447996, -1.335607], [3.214300, 1.479707, -0.357337], [3.201534, 2.177620, 0.645798], [2.163759, 0.600155, -0.629601], [2.257444, -0.338248, -1.581807], [1.319298, -1.219414, -1.622267], [4.213385, -1.268552, -4.105117], [2.442164, -1.267851, -4.191251], [3.270151, -2.400214, -3.114426], [5.080904, 0.474791, -3.057183], [5.108749, 2.152510, -1.232556]], "forces_ev_per_a": [[2.2, 0.6, -2.4], [-0.1, 0.0, 0.0], [0.2, -0.2, 0.1], [0.0, 0.0, 0.0], [-1.0, 0.1, 1.0], [0.1, -0.3, 0.0], [0.0, 0.0, 0.0], [0.0, 0.0, -0.1], [0.1, 0.4, -0.2], [0.0, 0.0, 0.0], [0.0, 0.0, 0.0], [0.0, 0.0, -0.1], [0.0, 0.1, 0.1], [0.2, -0.5, 0.1], [-1.2, -0.3, 0.5], [0.3, 0.5, -0.3], [-0.1, 0.0, 0.0], [0.0, 0.0, 0.0], [0.1, 0.0, 0.0], [-0.1, 0.0, 0.0], [-0.1, -0.4, 0.0], [-0.7, 0.0, 0.3], [0.2, 0.0, -0.1], [-0.1, -0.1, 0.0], [0.1, -0.1, 0.0], [0.4, 0.2, 0.1], [-0.1, -0.1, 0.0], [-0.1, -0.2, 0.0], [0.0, 0.0, 0.0], [0.0, 0.0, 0.0], [0.0, 0.0, 0.0], [0.0, 0.1, 0.0], [0.0, 0.0, 0.0], [0.0, 0.0, 0.0], [0.0, 0.0, 0.0], [0.0, 0.0, 0.0], [0.0, 0.0, 0.0], [0.0, 0.0, 0.0], [0.0, 0.0, 0.0], [-0.1, 0.0, 0.0], [0.0, 0.0, 0.1], [0.0, 0.1, 0.0], [0.0, 0.0, 0.0], [0.0, 0.0, 0.0], [0.0, 0.0, 0.0], [0.0, 0.0, 0.0], [0.0, 0.0, 0.0], [0.0, 0.0, 0.0], [0.0, 0.0, 0.0], [0.0, 0.0, 0.0], [0.0, -0.1, -0.1], [0.0, -0.1, 0.0], [0.0, 0.0, 0.0], [0.0, 0.0, 0.0], [0.0, 0.0, 0.0], [0.0, 0.0, 0.0], [0.0, 0.0, 0.0], [-0.1, 0.0, 0.0], [0.0, 0.0, 0.0], [0.0, 0.0, -0.1], [0.0, 0.0, 0.0], [0.0, 0.0, 0.1], [0.0, 0.0, 0.0], [0.0, 0.0, 0.0], [0.1, 0.0, 0.1], [0.0, 0.1, 0.0], [0.0, 0.0, -0.1], [0.0, -0.1, 0.1], [-0.3, 0.6, 0.8], [0.1, 0.0, -0.2], [-0.2, 0.1, 0.2], [0.0, 0.0, 0.0], [-0.2, 0.1, 0.1], [0.0, 0.0, 0.0], [0.0, 0.0, 0.0], [0.0, 0.0, 0.0], [0.0, 0.0, 0.0], [0.0, 0.0, 0.0], [0.0, 0.0, 0.0], [-0.1, 0.0, 0.1], [0.1, 0.0, 0.0], [0.0, 0.0, 0.0], [0.0, 0.0, 0.0], [0.1, -0.1, 0.0], [0.0, 0.0, 0.2], [0.1, 0.2, -0.2], [0.0, -0.2, -0.1], [-0.1, 0.1, 0.1], [-0.1, -0.1, 0.4], [0.0, -0.2, -0.1], [0.1, -0.7, -0.7], [-0.1, -0.5, -0.1], [0.4, 0.6, 0.5], [0.0, 0.0, 0.0], [0.0, 0.0, 0.0], [0.0, 0.0, 0.0], [0.0, 0.0, 0.0], [0.0, 0.0, 0.0]], "lowdin_charge": [1.34, -0.09, -0.49, -0.08, 1.14, -0.49, -0.08, -0.10, -0.27, -0.06, -0.05, -0.05, -0.05, -0.37, -0.22, -0.31, -0.03, -0.04, -0.06, -0.07, -0.32, 0.99, -0.50, -0.10, -0.08, -0.49, -0.08, -0.10, 0.10, 0.05, 0.08, 0.09, 0.07, 0.07, 0.10, 0.11, 0.06, 0.10, 0.08, 0.05, 0.07, 0.10, 0.10, 0.12, 0.12, 0.13, 0.12, 0.12, 0.11, 0.10, 0.10, 0.09, 0.10, 0.03, 0.08, 0.07, 0.09, 0.11, 0.05, 0.09, 0.08, 0.05, 0.07, 0.10, 0.00, -0.11, -0.01, -0.39, 0.00, 0.19, -0.47, 0.23, -0.03, 0.10, 0.10, 0.10, 0.11, 0.10, 0.10, 0.05, 0.14, 0.13, 0.13, 0.09, 0.03, -0.03, -0.02, 0.04, -0.50, 0.04, 0.00, -0.57, -0.16, 0.10, 0.08, 0.10, 0.14, 0.13]}